Computed, not measured: a cluster of 2 separate species, C4H8N2O in total in a non-equilibrium geometry, with ωB97M-V with the def2-TZVPD basis set.

```
15
Properties=species:S:1:pos:R:3:forces:R:3
C -0.3004 1.7440 -1.7359 0.451 0.369 -0.373
N -0.9430 0.6470 -1.1104 -0.301 -0.024 0.346
C -0.8452 -0.5489 -1.0722 -0.587 0.211 0.110
N -1.0825 -1.7380 -1.0553 -0.074 -1.058 -0.380
H 0.7135 1.8701 -1.3448 -0.082 0.057 -0.058
H -0.8803 2.6387 -1.5082 0.153 0.049 -0.157
H -0.2470 1.6139 -2.8260 -0.026 0.077 0.233
H -0.7180 -2.3988 -0.3899 0.227 0.288 0.036
C 0.2260 -1.2370 1.9535 -0.347 -0.177 0.200
C 1.1132 -0.5187 1.2953 0.564 -0.192 0.109
O 1.0470 0.8017 1.0487 -0.384 0.702 0.149
H -0.6834 -0.8007 2.3355 -0.159 0.124 0.070
H 0.3702 -2.2870 2.1284 0.147 -0.190 -0.032
H 2.0355 -0.9361 0.9079 -0.039 -0.024 -0.013
H 0.1944 1.1499 1.3734 0.458 -0.212 -0.240
```
Forces are in eV/Å.

Its relative energy (zero: lowest compared OMol25 entry of this formula, charge and spin) is 65.41 kcal/mol. Its HOMO-LUMO gap is 0.36829 hartree. The structure (SMILES) is CN=C=N.C=CO. Its charge is 0.

Löwdin atomic charge list, values in e, 6 entries: C -0.119; N 0.032; C -0.345; N 0.147; H 0.073; H 0.074


Computed, not measured: a cluster of 2 separate species, C6H17NO in total in a non-equilibrium geometry, with ωB97M-V with the def2-TZVPD basis set.

```
25
Properties=species:S:1:pos:R:3:forces:R:3
C 0.0241 0.6321 -2.2178 -0.985 0.891 3.271
C -0.9631 -0.0747 -1.2340 -0.175 -1.874 -1.941
C -0.4539 -0.6774 0.0784 0.368 -3.868 -0.716
N -0.9850 -0.2507 1.3751 0.259 0.923 -1.845
C -0.6736 1.1583 1.5290 0.636 0.105 1.485
C -1.1200 1.5184 3.0444 -0.356 -0.547 -2.180
C 0.8783 1.5146 1.1953 -2.185 -3.209 -0.054
H 0.8041 1.1242 -1.6279 -0.408 0.778 -0.380
H 0.5954 0.0242 -2.8291 0.521 -1.707 -1.443
H -0.6542 1.2658 -2.7486 0.415 0.852 -0.779
H -1.8017 0.5331 -0.9707 -0.619 0.696 -0.321
H -1.3690 -0.9191 -1.9548 0.296 1.367 1.855
H 0.6710 -0.6183 0.0535 -0.970 -0.612 0.057
H -0.8433 -1.7735 -0.0426 1.384 1.530 0.602
H -0.5403 -0.7690 2.1052 0.295 -0.522 0.326
H -1.2664 1.5972 0.7266 -0.200 0.785 0.552
H -1.7702 0.7927 3.6072 0.971 0.237 -0.973
H -0.2393 1.7771 3.5644 0.920 0.103 0.973
H -1.7064 2.3936 2.9612 -0.643 1.179 0.168
H 1.1506 2.4865 1.1480 0.323 3.583 0.992
H 1.4985 0.9597 1.9190 0.108 0.134 -0.649
H 1.0776 1.3177 0.1213 0.048 -0.829 0.990
O 2.5964 -3.3305 -3.0333 0.748 -2.472 0.382
H 2.4587 -2.4328 -3.2442 -0.977 1.314 0.109
H 1.9075 -3.7884 -2.5189 0.223 1.165 -0.483
```
Forces are in eV/Å.

Its relative energy (zero: lowest compared OMol25 entry of this formula, charge and spin) is 58.01 kcal/mol. Its HOMO-LUMO gap is 0.35214 hartree. The structure (SMILES) is CCCNC(C)C.O. Its charge is 0.

Löwdin atomic charge list, values in e, 6 entries: C -0.088; C -0.242; C -0.279; N -0.073; C -0.369; C -0.035


Computed, not measured: the molecule C4H6N2S in a non-equilibrium geometry, with ωB97M-V with the def2-TZVPD basis set.

```
13
Properties=species:S:1:pos:R:3:forces:R:3
H -1.2873 -0.1887 -2.1006 0.252 -0.421 -0.199
N -1.9232 0.5073 -1.7368 -0.135 0.266 0.120
C -1.3377 1.2324 -0.8901 -0.388 1.042 0.700
N -0.0170 1.1750 -0.4350 0.155 -0.146 0.082
S 1.0072 -0.1298 -0.7703 -0.290 0.284 0.120
C 0.3723 -1.3718 0.4027 0.375 -0.487 0.270
C 0.4343 -0.9084 1.7917 0.033 -0.037 -0.040
C 0.4669 -0.4945 2.9186 -0.062 -0.293 -0.934
H -1.8925 2.0849 -0.4088 0.496 -0.826 -0.446
H 0.2054 1.7202 0.3944 -0.105 -0.223 -0.342
H 0.9985 -2.2803 0.2551 -0.309 0.590 0.096
H -0.6499 -1.6424 0.1449 -0.062 0.044 -0.053
H 0.4768 -0.1396 3.9040 0.040 0.206 0.627
```
Forces are in eV/Å.

Its relative energy (zero: lowest compared OMol25 entry of this formula, charge and spin) is 62.49 kcal/mol. Its HOMO-LUMO gap is 0.37960 hartree. The structure (SMILES) is [H]/N=C\NSCC#C. Its charge is 0.

Löwdin atomic charge list, values in e, 6 entries: H 0.006; N 0.072; C -0.396; N -0.369; S 0.886; C -0.485


Computed, not measured: a structure of composition C5H6O2, with ωB97M-V with the def2-TZVPD basis set.

```
13
Properties=species:S:1:pos:R:3:forces:R:3
C -1.7852 -0.6206 -0.3208 -0.308 -0.206 -0.197
C -0.4196 0.4177 0.5600 0.221 0.352 0.259
O -0.1322 -0.9347 0.4459 0.056 0.195 0.073
C 1.7826 -0.8253 -0.1189 0.273 -0.606 -0.187
O 2.2900 -1.8757 -0.2485 -0.641 0.760 0.049
C 1.7639 0.5437 -0.2329 -0.130 -0.073 -0.067
C 0.5851 1.2356 0.1192 -0.089 -0.051 0.093
H -2.0702 -1.6306 -0.0361 0.194 0.074 -0.083
H -2.5433 0.0828 0.0371 0.233 -0.163 -0.133
H -1.6096 -0.4983 -1.3846 0.283 -0.026 0.203
H -1.0713 0.7438 1.3649 0.037 -0.005 0.002
H 2.7277 1.0293 -0.3588 -0.198 -0.135 0.007
H 0.5264 2.3139 0.1931 0.069 -0.117 -0.019
```
Forces are in eV/Å.

Its relative energy (zero: lowest compared OMol25 entry of this formula, charge and spin) is 116.48 kcal/mol. Its HOMO-LUMO gap (alpha / beta) is 0.26593 / 0.26587 hartree. Its charge is 0.

Löwdin atomic charge list, values in e, 6 entries: C 0.095; C -0.344; O -0.136; C -0.217; O 0.150; C -0.061


The highest relative energy (zero: lowest compared OMol25 entry of this formula, charge and spin) belongs to which entry?
C5H6O2


Please write out number 2 again, unchanged.
Computed, not measured: a cluster of 2 separate species, C6H17NO in total in a non-equilibrium geometry, with ωB97M-V with the def2-TZVPD basis set.

```
25
Properties=species:S:1:pos:R:3:forces:R:3
C 0.0241 0.6321 -2.2178 -0.985 0.891 3.271
C -0.9631 -0.0747 -1.2340 -0.175 -1.874 -1.941
C -0.4539 -0.6774 0.0784 0.368 -3.868 -0.716
N -0.9850 -0.2507 1.3751 0.259 0.923 -1.845
C -0.6736 1.1583 1.5290 0.636 0.105 1.485
C -1.1200 1.5184 3.0444 -0.356 -0.547 -2.180
C 0.8783 1.5146 1.1953 -2.185 -3.209 -0.054
H 0.8041 1.1242 -1.6279 -0.408 0.778 -0.380
H 0.5954 0.0242 -2.8291 0.521 -1.707 -1.443
H -0.6542 1.2658 -2.7486 0.415 0.852 -0.779
H -1.8017 0.5331 -0.9707 -0.619 0.696 -0.321
H -1.3690 -0.9191 -1.9548 0.296 1.367 1.855
H 0.6710 -0.6183 0.0535 -0.970 -0.612 0.057
H -0.8433 -1.7735 -0.0426 1.384 1.530 0.602
H -0.5403 -0.7690 2.1052 0.295 -0.522 0.326
H -1.2664 1.5972 0.7266 -0.200 0.785 0.552
H -1.7702 0.7927 3.6072 0.971 0.237 -0.973
H -0.2393 1.7771 3.5644 0.920 0.103 0.973
H -1.7064 2.3936 2.9612 -0.643 1.179 0.168
H 1.1506 2.4865 1.1480 0.323 3.583 0.992
H 1.4985 0.9597 1.9190 0.108 0.134 -0.649
H 1.0776 1.3177 0.1213 0.048 -0.829 0.990
O 2.5964 -3.3305 -3.0333 0.748 -2.472 0.382
H 2.4587 -2.4328 -3.2442 -0.977 1.314 0.109
H 1.9075 -3.7884 -2.5189 0.223 1.165 -0.483
```
Forces are in eV/Å.

Its relative energy (zero: lowest compared OMol25 entry of this formula, charge and spin) is 58.01 kcal/mol. Its HOMO-LUMO gap is 0.35214 hartree. The structure (SMILES) is CCCNC(C)C.O. Its charge is 0.

Löwdin atomic charge list, values in e, 6 entries: C -0.088; C -0.242; C -0.279; N -0.073; C -0.369; C -0.035